#P
Density functional theory data (ωB97M-V with the def2-TZVPD basis set) for a gas-phase ion, C11H22N (charge +1).

Output
net charge: +1

Each line ends with the natural charge from an NBO analysis.
Geometry (Å):
C: 0.02 1.21 -1.53  -0.394
C: -0.72 0.47 -0.76  0.253
C: 1.54 1.32 -1.45  -0.203
C: 1.65 -0.47 0.39  0.263
C: 1.21 -0.58 1.89  -0.683
C: 2.27 -1.62 -0.33  -0.703
C: -3.06 0.76 -0.89  -0.591
C: -2.08 -0.06 1.32  -0.586
C: -2.13 -1.60 -0.62  -0.598
C: 1.78 1.92 1.03  -0.443
C: -1.95 -0.10 -0.27  -0.174
N: 2.01 0.88 0.00  -0.431
H: -0.51 1.77 -2.32  0.258
H: 1.90 0.57 -2.06  0.224
H: 1.88 2.34 -1.65  0.242
H: 0.69 0.30 2.28  0.228
H: 2.04 -0.85 2.56  0.233
H: 0.44 -1.33 1.81  0.240
H: 1.41 -2.21 -0.68  0.260
H: 2.80 -2.36 0.32  0.257
H: 2.87 -1.18 -1.13  0.215
H: -2.98 1.81 -0.59  0.225
H: -2.77 0.46 -1.92  0.212
H: -3.98 0.29 -0.66  0.227
H: -1.99 1.00 1.58  0.205
H: -1.32 -0.63 1.82  0.202
H: -3.02 -0.42 1.71  0.232
H: -1.49 -2.18 0.01  0.211
H: -2.11 -1.94 -1.70  0.226
H: -3.09 -1.87 -0.34  0.223
H: 0.71 1.97 1.27  0.244
H: 2.19 1.62 2.09  0.250
H: 2.24 2.91 0.79  0.248
H: 3.05 0.95 -0.30  0.427


#Q
Density functional theory data (ωB97M-V with the def2-TZVPD basis set) for 2 unconnected molecules or ions with the total composition C11H22N.

Output
net charge: +1

Each line ends with the natural charge from an NBO analysis.
Geometry (Å):
C: 2.32 1.69 0.50  -0.034
C: 1.23 1.27 0.25  0.070
C: 3.63 2.22 0.56  -0.679
C: -0.11 1.07 -2.26  -0.620
C: 0.85 -1.21 -1.54  -0.624
C: -1.62 -0.82 -2.08  -0.600
C: -2.04 -1.16 1.31  -0.625
C: 0.42 -1.31 1.59  -0.651
C: -0.80 0.84 2.27  -0.683
C: -0.37 -0.19 -1.39  0.082
C: -0.75 -0.37 1.29  0.127
N: -0.57 0.30 -0.06  -0.326
H: 3.59 3.12 0.06  0.253
H: 3.78 2.33 1.56  0.249
H: 4.36 1.69 0.11  0.251
H: -0.93 1.74 -2.38  0.231
H: 0.75 1.67 -1.98  0.244
H: 0.01 0.71 -3.27  0.234
H: 1.65 -0.84 -0.91  0.232
H: 1.26 -1.14 -2.57  0.251
H: 0.71 -2.31 -1.16  0.238
H: -1.78 -1.86 -1.99  0.233
H: -2.53 -0.35 -1.80  0.222
H: -1.38 -0.56 -3.18  0.242
H: -1.92 -1.97 0.64  0.225
H: -2.21 -1.67 2.22  0.257
H: -2.95 -0.56 0.97  0.225
H: 0.41 -1.88 2.57  0.264
H: 1.31 -0.70 1.34  0.243
H: 0.51 -2.16 0.81  0.226
H: -0.55 0.32 3.25  0.261
H: -0.13 1.79 2.16  0.266
H: -1.85 1.31 2.32  0.235
H: -1.04 1.24 0.15  0.484


Stability summary - winner: #P; margin: 138.9 kJ/mol.


#P
Density functional theory data (ωB97M-V with the def2-TZVPD basis set) for a gas-phase ion, C7H11N2 (charge +1).

Output
SMILES: C=C=NCC1=[NH+]CCC1
net charge: +1

Each line ends with the natural charge from an NBO analysis.
Geometry (Å):
C: 1.06 -2.83 0.32  0.414
C: 1.57 -3.62 -0.59  -0.559
C: -1.21 2.28 -0.26  -0.422
C: -0.68 1.60 1.03  -0.485
C: 0.51 -0.75 1.38  -0.305
C: -0.68 1.47 -1.40  -0.233
C: -0.08 0.29 0.48  0.506
N: 0.22 -2.10 0.84  -0.465
N: -0.16 0.26 -0.81  -0.416
H: 2.03 -4.57 -0.50  0.272
H: 1.47 -3.02 -1.53  0.247
H: -2.24 2.31 -0.27  0.238
H: -0.84 3.38 -0.23  0.248
H: 0.16 2.26 1.40  0.272
H: -1.49 1.42 1.85  0.281
H: 1.55 -0.50 1.38  0.248
H: 0.04 -0.54 2.35  0.252
H: -1.51 1.13 -2.14  0.241
H: 0.13 1.96 -1.89  0.233
H: 0.17 -0.43 -1.39  0.433


#Q
Density functional theory data (ωB97M-V with the def2-TZVPD basis set) for a gas-phase ion, C7H11N2 (charge +1).

Output
net charge: +1

Each line ends with the natural charge from an NBO analysis.
Geometry (Å):
C: 1.08 -0.35 2.02  0.490
C: -1.93 0.47 0.26  -0.408
C: -1.09 -0.23 -2.01  -0.253
C: 0.89 0.42 -0.95  0.383
C: -1.68 -0.69 -0.70  -0.259
C: -0.76 -0.56 0.54  -0.072
C: 2.46 -0.47 2.31  -0.889
N: 0.16 0.37 -2.01  -0.496
N: 0.58 -0.15 0.31  -0.517
H: -1.63 1.42 -0.27  0.203
H: -2.77 0.60 0.89  0.252
H: -1.04 -1.17 -2.59  0.239
H: -1.98 0.52 -2.38  0.234
H: 1.79 0.93 -0.97  0.217
H: -2.53 -1.40 -0.82  0.265
H: -0.87 -1.39 1.35  0.275
H: 2.65 0.63 2.49  0.328
H: 3.15 -0.83 1.53  0.271
H: 2.51 -1.04 3.19  0.290
H: 0.48 0.64 -2.94  0.449


Stability summary - winner: #P; margin: 405.6 kJ/mol.


#P
Density functional theory data (ωB97M-V with the def2-TZVPD basis set) for a molecular structure, H2INS.

Each line ends with the natural charge from an NBO analysis.
Geometry (Å):
N: 0.04 0.47 0.44  -0.746
S: -1.87 1.45 -0.44  -0.071
I: -3.50 -0.22 0.09  0.107
H: 0.25 -0.06 -0.52  0.366
H: 0.40 1.42 0.44  0.344


#Q
Density functional theory data (ωB97M-V with the def2-TZVPD basis set) for 2 unconnected molecules or ions with the total composition H2INS.

Each line ends with the natural charge from an NBO analysis.
Geometry (Å):
N: -1.00 -0.03 -0.67  -0.832
S: 0.00 -0.17 0.52  0.688
I: 2.52 0.28 -0.15  -0.246
H: -1.29 1.55 -0.31  0.269
H: -0.23 -1.62 0.62  0.120


Stability summary - winner: #P; margin: 243.1 kJ/mol.


#P
Density functional theory data (ωB97M-V with the def2-TZVPD basis set) for a gas-phase ion, C6H10FN2 (charge +1).

Output
net charge: +1

Each line ends with the natural charge from an NBO analysis.
Geometry (Å):
C: 0.26 -0.99 -1.65  -0.430
C: -0.38 -1.68 -0.81  0.506
C: 0.21 1.16 -0.57  0.543
C: 1.02 0.26 -1.42  -0.492
C: 0.34 -0.38 1.30  0.043
C: -0.52 -0.82 2.39  -0.675
N: -0.10 0.70 0.63  -0.496
N: -0.31 2.30 -1.09  -0.726
F: -1.02 -2.77 -0.56  -0.255
H: 0.27 -1.44 -2.59  0.257
H: 1.93 0.00 -0.80  0.267
H: 1.42 0.76 -2.36  0.272
H: 1.23 -0.81 1.22  0.218
H: -1.49 -1.04 1.87  0.231
H: -0.64 -0.04 3.08  0.231
H: -0.34 -1.76 2.78  0.260
H: -0.87 1.17 1.03  0.415
H: -0.36 2.52 -2.03  0.431
H: -0.63 2.89 -0.42  0.399


#Q
Density functional theory data (ωB97M-V with the def2-TZVPD basis set) for a gas-phase ion, C6H10FN2 (charge +1).

Output
SMILES: FN1CCC2=[N+](CC1)C2
net charge: +1

Each line ends with the natural charge from an NBO analysis.
Geometry (Å):
C: 0.13 -1.83 -0.10  -0.509
C: 0.51 1.76 0.05  -0.252
C: 2.18 -0.22 0.93  -0.199
C: -1.18 -1.14 -0.60  -0.251
C: -0.93 1.37 -0.37  -0.273
C: 0.94 -0.71 0.30  0.516
N: 1.09 0.52 0.29  -0.203
N: -1.36 0.12 0.26  -0.059
F: -2.76 0.28 0.58  -0.243
H: -0.09 -2.43 0.68  0.275
H: 0.44 -2.45 -1.01  0.298
H: 0.81 2.34 -0.89  0.276
H: 0.54 2.29 1.04  0.260
H: 2.31 -0.34 1.93  0.218
H: 3.07 -0.35 0.48  0.211
H: -0.93 -1.07 -1.71  0.208
H: -2.12 -1.63 -0.33  0.267
H: -1.59 2.10 -0.14  0.257
H: -1.07 1.40 -1.40  0.202


Stability summary - winner: #P; margin: 127.4 kJ/mol.


#P
Density functional theory data (ωB97M-V with the def2-TZVPD basis set) for C2H6NP in the gas phase.

Output
SMILES: [H]/N=C/CP

Each line ends with the natural charge from an NBO analysis.
Geometry (Å):
C: 0.34 -0.90 1.01  0.171
C: -0.46 0.52 0.30  -0.728
N: 1.35 -1.21 0.42  -0.659
P: 0.74 0.86 -1.17  0.325
H: -0.08 -1.40 1.92  0.155
H: -1.22 0.00 -0.25  0.234
H: -0.53 1.17 1.16  0.241
H: 1.91 -1.99 0.70  0.359
H: -0.19 1.35 -1.95  -0.074
H: 0.48 -0.36 -1.86  -0.023


#Q
Density functional theory data (ωB97M-V with the def2-TZVPD basis set) for 2 unconnected molecules or ions with the total composition C2H6NP.

Output
SMILES: N#[PH2].C=C

Each line ends with the natural charge from an NBO analysis.
Geometry (Å):
C: 0.88 1.58 -0.08  -0.379
C: 0.26 0.86 -1.00  -0.380
N: -2.18 -1.04 1.06  -0.909
P: -0.93 -1.78 0.84  1.044
H: 0.76 1.39 0.97  0.192
H: 0.23 -1.97 1.64  -0.066
H: 1.53 2.40 -0.35  0.195
H: 0.36 1.05 -2.05  0.195
H: -0.41 0.05 -0.73  0.176
H: -0.50 -2.51 -0.30  -0.071


#R
Density functional theory data (ωB97M-V with the def2-TZVPD basis set) for C2H6NP in the gas phase.

Each line ends with the natural charge from an NBO analysis.
Geometry (Å):
C: -0.85 0.92 0.58  -0.979
C: 1.26 0.00 -1.18  -1.054
N: -0.15 -1.99 0.26  -1.249
P: 0.09 -0.54 -0.15  1.652
H: -1.95 0.88 0.41  0.257
H: -0.78 0.64 1.71  0.245
H: -0.26 1.84 0.29  0.261
H: 1.12 0.97 -1.46  0.218
H: 2.03 -0.64 -1.75  0.263
H: -0.49 -2.08 1.30  0.387


Stability summary - winner: #R; margin: 54.5 kJ/mol.